C41H53BrN2S4Tl as an isolated structure in a non-equilibrium geometry, computed with wB97M-V/def2-TZVPD.

The value obtained for the highest occupied orbital energy is -0.393 hartree. For the energy above the lowest of the compared OMol25 structures with the same formula, charge and spin, the calculation gives 85.1 kJ/mol. For the gap between HOMO and LUMO, the calculation gives 0.252 Eh. The value obtained for the calculated total energy is -164428.6291 eV. The net charge is +1.

XYZ file:
```
102
Properties=species:S:1:pos:R:3:forces:R:3
Tl -0.1896 0.7004 -0.2089 -0.191 -0.195 -0.579
C -2.1636 0.1079 -1.9577 -0.301 0.061 -0.362
C -2.0899 1.4795 -1.4595 0.740 0.266 0.813
C -1.0481 2.1563 -2.3449 -0.114 -0.044 -0.186
C -0.6084 1.1868 -3.2021 -0.102 0.145 -0.066
C -1.3094 -0.0608 -3.0066 -0.023 0.006 -0.086
C -1.1907 -1.2462 -3.9324 0.095 0.003 0.006
C -1.6995 -0.7987 -5.3128 -0.021 -0.046 -0.003
C 0.2731 -1.6869 -4.0652 -0.022 0.003 0.026
C -2.0338 -2.4213 -3.4440 -0.014 -0.017 0.018
C -0.5724 3.6071 -2.5149 -0.096 -0.039 -0.072
C 0.9476 3.6118 -2.7382 0.047 0.026 -0.034
C -1.2252 4.1971 -3.7795 0.007 0.000 -0.023
C -0.8652 4.5457 -1.3491 0.041 0.054 -0.002
C -3.2799 2.1278 -0.7431 -0.166 -0.001 -0.206
C -2.9581 2.9254 0.5259 0.005 -0.001 -0.052
C -3.9689 3.0363 -1.7792 -0.098 -0.028 0.053
C -4.2977 1.0605 -0.3200 0.000 -0.020 -0.080
H -2.8505 -0.6345 -1.5900 0.018 0.006 0.093
H 0.1384 1.3368 -3.9681 0.033 0.007 0.026
H -1.1117 0.0327 -5.7047 0.004 -0.003 -0.003
H -2.7434 -0.4845 -5.2610 0.003 0.004 0.006
H -1.6259 -1.6278 -6.0193 0.002 0.010 -0.006
H 0.8994 -0.8895 -4.4693 0.004 0.009 0.013
H 0.3404 -2.5421 -4.7403 0.004 0.018 -0.017
H 0.6857 -1.9821 -3.1005 -0.007 -0.020 -0.027
H -3.0955 -2.1669 -3.4149 0.002 0.006 0.008
H -1.7339 -2.7433 -2.4450 0.016 0.000 -0.020
H -1.9140 -3.2687 -4.1207 -0.010 0.005 -0.006
H 1.2233 3.2241 -3.7189 -0.008 -0.068 0.029
H 1.4497 3.0143 -1.9809 0.097 -0.033 0.129
H 1.3296 4.6320 -2.6741 -0.010 -0.001 -0.053
H -1.0277 3.5643 -4.6451 0.017 0.014 -0.003
H -0.8145 5.1894 -3.9783 0.003 0.001 0.010
H -2.3047 4.2960 -3.6763 0.015 -0.014 -0.024
H -0.5217 4.1347 -0.3990 0.077 0.014 -0.002
H -1.9242 4.7718 -1.2623 0.100 0.050 0.051
H -0.3527 5.4942 -1.5194 0.019 -0.016 0.009
H -2.2953 3.7635 0.3630 -0.028 -0.030 0.024
H -2.5189 2.2670 1.2740 -0.021 -0.023 0.043
H -3.8908 3.3186 0.9355 0.009 -0.006 0.017
H -3.3779 3.9199 -2.0020 -0.120 -0.075 -0.019
H -4.9302 3.3668 -1.3826 -0.006 0.009 -0.013
H -4.1541 2.5012 -2.7129 -0.004 -0.017 0.002
H -3.8653 0.3786 0.4102 0.001 0.006 0.021
H -4.6788 0.4886 -1.1666 0.003 0.020 -0.007
H -5.1448 1.5558 0.1553 -0.002 -0.011 0.013
C -2.6857 -1.5775 4.9485 0.005 0.005 0.001
C -3.2718 -0.5035 4.0390 0.024 -0.030 0.006
S -2.1937 0.0524 2.7067 -0.015 0.063 0.092
C -0.9406 1.0093 3.5848 0.011 -0.043 -0.003
C 0.3180 0.2320 3.9835 -0.047 -0.043 0.035
S 0.9517 -0.8371 2.6705 0.030 0.117 0.083
C 0.6020 -2.5793 3.1243 0.002 0.006 -0.069
C -0.2615 -2.9330 4.3284 0.034 0.035 0.045
S -2.0507 -3.0273 4.0695 -0.036 -0.048 -0.005
H -3.4682 -1.9319 5.6210 0.009 0.032 0.025
H -1.8915 -1.1710 5.5749 0.002 -0.005 -0.006
H -3.5845 0.3615 4.6274 -0.041 -0.014 -0.004
H -4.1575 -0.8884 3.5304 0.009 -0.005 -0.007
H -1.4012 1.4652 4.4637 0.030 0.055 -0.014
H -0.6574 1.8244 2.9130 -0.003 -0.013 -0.011
H 0.1506 -0.3562 4.8822 0.008 -0.016 -0.012
H 1.1194 0.9360 4.2134 -0.016 0.007 0.035
H 1.5861 -3.0206 3.2843 0.008 -0.002 -0.043
H 0.1767 -3.0300 2.2281 -0.023 -0.014 0.045
H -0.0626 -2.2983 5.1905 0.024 -0.028 0.019
H 0.0352 -3.9376 4.6328 0.001 -0.006 -0.013
S 0.4573 -4.2022 -0.4002 -0.013 -0.066 0.020
C -1.2164 -4.1490 0.0461 -0.026 -0.032 -0.032
C -2.0964 -5.2093 0.2558 0.037 0.001 0.005
C -3.4058 -4.9078 0.5618 -0.044 -0.001 0.004
C -3.8355 -3.5779 0.6608 0.000 -0.002 0.005
C -2.9613 -2.5324 0.4647 0.025 -0.043 -0.012
C -1.6324 -2.8176 0.1505 0.099 -0.003 0.052
N -0.6290 -1.8906 -0.1002 -0.150 -0.127 0.172
C 0.4933 -2.4679 -0.3867 -0.122 0.176 -0.039
C 1.6974 -1.7022 -0.7387 0.022 0.015 -0.022
C 2.9025 -2.3671 -0.9553 -0.025 -0.021 -0.056
C 4.0256 -1.6697 -1.3615 0.042 -0.033 -0.001
C 3.9448 -0.3018 -1.5584 -0.014 0.068 -0.050
C 2.7500 0.3699 -1.3209 -0.063 -0.112 -0.066
C 1.6172 -0.3170 -0.9096 0.433 -0.126 0.324
H -1.7662 -6.2361 0.1741 0.006 0.006 -0.006
H -4.1128 -5.7103 0.7233 0.005 0.003 0.009
H -4.8698 -3.3729 0.9044 0.003 0.002 -0.007
H -3.2806 -1.5070 0.5593 -0.021 0.019 -0.003
H 2.9652 -3.4398 -0.8123 -0.013 0.006 0.000
H 4.9576 -2.1928 -1.5277 -0.005 0.000 0.002
H 4.8155 0.2514 -1.8873 -0.014 0.011 -0.001
H 2.7298 1.4389 -1.4614 -0.041 0.126 0.031
Br 6.1181 4.2873 2.1235 0.031 0.014 0.008
C 4.4574 3.5232 1.6958 -0.042 -0.023 -0.011
C 4.2431 2.1674 1.8762 0.001 0.036 0.004
C 3.0036 1.6536 1.5355 0.014 -0.040 -0.022
N 2.0004 2.3888 1.0483 -0.064 0.041 0.053
C 2.2308 3.6945 0.8937 -0.022 -0.008 0.029
C 3.4337 4.3101 1.1961 0.008 0.001 0.014
H 5.0173 1.5211 2.2638 -0.002 0.000 0.006
H 2.8156 0.5940 1.6529 0.018 0.016 -0.020
H 1.4178 4.2918 0.5054 -0.073 0.016 -0.041
H 3.5620 5.3724 1.0470 -0.003 -0.002 -0.007
```
Forces are in eV/Å.